[1]
{"formula": "C22H43N2NiOP2S", "method": "the ωB97M-V functional and the def2-TZVPD basis", "elements": ["Ni", "S", "P", "P", "O", "N", "N", "C", "C", "C", "C", "C", "C", "C", "C", "C", "C", "C", "C", "C", "C", "C", "C", "C", "C", "C", "C", "C", "C", "H", "H", "H", "H", "H", "H", "H", "H", "H", "H", "H", "H", "H", "H", "H", "H", "H", "H", "H", "H", "H", "H", "H", "H", "H", "H", "H", "H", "H", "H", "H", "H", "H", "H", "H", "H", "H", "H", "H", "H", "H", "H", "H"], "positions_angstrom": [[-0.19201, -0.08308, -0.25151], [-0.19338, -2.14115, 0.39513], [-1.47969, 0.68271, 1.46261], [0.56382, -0.09621, -2.37817], [1.82422, 1.81966, 0.40940], [2.19878, -1.57782, 1.63596], [-2.13501, -0.09735, -1.24304], [-2.01992, 2.42534, 1.80321], [2.63023, -1.85972, -1.73220], [3.33854, -3.09899, 3.06684], [0.74348, 1.62086, -0.11209], [-3.07372, -0.16329, 1.05637], [-2.15127, -0.58844, -2.65035], [1.39859, 2.42808, -3.31287], [1.16329, -2.46004, 1.42160], [0.40242, 0.50173, 3.52777], [2.06372, -1.06336, -2.90569], [-3.12086, -0.74029, -0.35724], [1.22380, -3.69593, 2.06462], [-2.00474, 0.10162, 4.21303], [-0.94616, 3.23598, 2.53395], [3.16498, -0.22287, -3.54856], [0.41346, 1.28712, -3.60158], [-0.96720, -0.02995, 3.09767], [-3.40631, 2.56138, 2.47004], [0.45621, 0.80620, -5.06912], [-0.80018, -1.19463, -2.98182], [3.27357, -1.86964, 2.43931], [2.29783, -4.02649, 2.87834], [0.04688, 2.39453, -0.61391], [-2.40707, 0.26479, -3.29992], [0.05733, 3.09116, 2.11653], [-3.73336, 1.66281, 3.00521], [3.55951, -2.34900, -2.04946], [1.18446, 1.38607, -5.64911], [-2.97326, -0.34080, 3.94838], [-0.71695, -1.38177, -4.05819], [-0.60201, 1.67169, -3.40627], [-0.92936, 3.02034, 3.61029], [4.04057, -0.86835, -3.69178], [-1.19225, 4.29989, 2.42141], [0.39229, -4.37104, 1.87115], [-3.39518, 3.38164, 3.19789], [-3.22975, -0.98279, 1.76865], [4.02477, -1.09647, 2.53154], [-4.16587, 2.79693, 1.71348], [1.65327, -1.76832, -3.64957], [-2.18721, 0.92831, -1.22158], [-2.14775, 1.14521, 4.52434], [-0.52349, 0.96750, -5.53793], [2.88059, -1.19992, -0.89303], [2.88291, 0.17241, -4.52967], [-2.10190, 2.82726, 0.77918], [2.30953, 2.33686, -3.91514], [0.70235, -0.25645, -5.19554], [0.92099, 3.37760, -3.58876], [-1.63201, -0.44885, 5.08780], [-0.86249, -1.10220, 2.85204], [-2.95389, -1.33376, -2.74121], [1.67705, 2.49992, -2.25387], [-3.90654, 0.54082, 1.17992], [0.30864, 1.41897, 4.12318], [0.89303, -0.25248, 4.15763], [4.19341, -3.32921, 3.69694], [-0.69990, -2.14555, -2.43905], [1.07517, 0.71237, 2.68520], [2.32616, -5.00085, 3.35277], [2.16968, -0.65478, 1.18944], [-2.87881, -1.81828, -0.33917], [-4.12947, -0.63678, -0.79716], [1.93599, -2.62821, -1.37585], [3.46745, 0.60733, -2.89844]], "forces_ev_per_a": [[0.42, 1.07, -0.01], [0.63, -1.83, 0.83], [-0.83, -0.01, 1.37], [0.19, -0.77, -1.74], [-0.42, 0.41, -0.36], [-0.06, -0.49, 0.24], [0.43, 0.47, 0.03], [-0.10, -0.13, -0.29], [0.11, -0.21, 0.02], [0.27, 0.71, -0.16], [-0.39, 0.07, 0.05], [-0.47, -0.03, 0.20], [-0.30, 0.38, 0.38], [-0.07, 0.46, -0.09], [-0.16, 0.91, -0.54], [0.30, -0.08, 0.25], [-0.36, -0.15, -0.21], [-0.07, -0.21, -0.44], [0.58, -0.65, 0.60], [0.21, -0.16, 0.36], [0.01, 0.36, -0.08], [0.20, -0.02, -0.03], [-0.02, -0.15, 0.15], [-0.40, -0.13, -0.35], [-0.16, 0.12, -0.02], [-0.32, 0.16, -0.31], [0.11, -0.15, -0.20], [-0.75, -0.78, -0.08], [-0.61, 0.35, -0.57], [1.17, 0.57, 0.48], [0.13, -0.42, 0.04], [-0.16, -0.02, 0.14], [0.10, 0.27, -0.13], [-0.18, 0.00, 0.09], [-0.14, -0.12, 0.14], [0.19, 0.18, 0.03], [-0.01, -0.11, 0.17], [0.26, -0.06, 0.02], [-0.01, 0.00, -0.33], [-0.11, 0.18, -0.03], [0.09, -0.18, 0.10], [0.32, 0.05, 0.19], [-0.02, -0.10, -0.18], [-0.03, 0.22, -0.06], [-0.07, -0.06, -0.01], [0.08, -0.06, 0.28], [0.37, 0.11, 0.14], [-0.57, -0.54, -0.08], [0.00, -0.28, -0.12], [0.25, -0.12, 0.00], [-0.01, -0.04, -0.18], [0.07, -0.03, 0.29], [0.06, 0.09, 0.24], [-0.21, -0.02, 0.24], [-0.01, 0.30, 0.08], [0.22, -0.13, 0.05], [-0.13, 0.13, -0.08], [-0.05, 0.34, 0.07], [0.20, 0.22, -0.10], [0.01, 0.01, -0.30], [0.25, -0.21, 0.07], [0.08, -0.29, -0.20], [-0.06, 0.19, -0.02], [-0.20, 0.07, -0.15], [0.07, 0.12, -0.22], [-0.22, 0.04, 0.16], [0.06, 0.12, 0.01], [-0.10, -0.31, 0.11], [-0.07, 0.45, -0.07], [0.27, -0.08, 0.28], [0.12, 0.17, -0.05], [-0.01, -0.16, -0.14]], "total_charge": 1, "energy_ev": -98989.0925, "lumo_energy_ev": [-3.054, -3.050], "homo_lumo_gap_ev": [5.39, 7.25], "multiplicity": 3}

---

[2]
{"formula": "C22H43N2P3SW", "method": "the ωB97M-V functional and the def2-TZVPD basis", "elements": ["W", "S", "P", "P", "P", "N", "N", "C", "C", "C", "C", "C", "C", "C", "C", "C", "C", "C", "C", "C", "C", "C", "C", "C", "C", "C", "C", "C", "C", "H", "H", "H", "H", "H", "H", "H", "H", "H", "H", "H", "H", "H", "H", "H", "H", "H", "H", "H", "H", "H", "H", "H", "H", "H", "H", "H", "H", "H", "H", "H", "H", "H", "H", "H", "H", "H", "H", "H", "H", "H", "H", "H"], "positions_angstrom": [[0.14466, 0.40008, 0.03652], [1.76278, 1.65875, -1.09516], [-1.06600, 0.63696, -2.09918], [-1.38443, -1.50324, 0.46051], [1.86551, -0.80883, 1.20655], [-2.54707, 4.65894, 3.73383], [-0.69580, 1.84977, 1.31718], [5.47700, 0.64429, -2.23800], [1.67591, -1.12314, 2.99726], [3.97939, -0.87305, -3.43760], [-3.16876, -1.17566, 0.20733], [-0.98498, 1.55318, 2.61377], [-1.60709, 2.46535, 3.44555], [-1.58714, 4.06916, 1.62376], [4.37038, 1.33118, -1.76135], [-2.63624, 1.56261, -1.85589], [2.17641, -2.48134, 0.49848], [-0.30350, 1.65991, -3.42127], [-1.05814, -3.02676, -0.52578], [-1.91856, 3.75607, 2.95606], [-1.60191, -0.79964, -3.10723], [6.79577, 2.77791, -4.06388], [-1.47416, -2.18286, 2.15515], [-0.94937, 3.11595, 0.84497], [2.88462, -0.34182, -2.76352], [6.79763, 1.58576, -4.67434], [3.08520, 0.77438, -1.94339], [5.24728, -0.35819, -3.19461], [3.55374, -0.11443, 1.24106], [-3.43173, -0.21148, 0.66181], [-1.85758, 2.16287, 4.46994], [-2.78010, 4.44833, 4.68812], [-0.97395, 1.62652, -4.29164], [-0.70133, 0.55347, 2.93618], [-2.33919, -2.85905, 2.17152], [6.05939, -0.68479, -3.82940], [-2.44561, 2.54837, -1.41608], [-0.61532, 3.30763, -0.18986], [-0.19224, 2.70280, -3.10089], [-1.85112, -3.73925, -0.26260], [2.24361, -2.41482, -0.59478], [2.02714, -0.24165, 3.54748], [4.42645, 2.32608, -1.30938], [3.52881, 0.87600, 1.71197], [7.32539, 0.75576, -4.18718], [0.64098, -1.31211, 3.29029], [3.13075, -2.84721, 0.90152], [3.96706, -0.00557, 0.23204], [3.85045, -1.66092, -4.17928], [-1.91485, -0.42767, -4.09145], [0.68253, 1.29209, -3.73243], [6.41473, 1.39762, -5.68566], [-0.75818, -1.48752, -3.23576], [0.58342, -0.56075, -1.23337], [1.38687, -3.19163, 0.77350], [-2.44022, -1.32195, -2.63810], [-1.65365, -1.37367, 2.87404], [-1.82310, 5.03799, 1.17424], [-3.44880, -1.19541, -0.85282], [4.20680, -0.77384, 1.83393], [-3.71419, -1.96998, 0.73693], [-2.75851, 5.57794, 3.38681], [-0.57519, -2.75177, 2.42179], [6.48957, 0.98987, -1.99911], [2.28726, -1.98849, 3.28728], [-0.08619, -3.46200, -0.26717], [7.30743, 2.88622, -3.09994], [-3.13705, 1.68819, -2.82644], [6.42455, 3.69417, -4.53355], [-3.29656, 1.01106, -1.18395], [1.88523, -0.73018, -2.97248], [-1.09159, -2.81485, -1.60087]], "forces_ev_per_a": [[-0.68, 3.86, 1.07], [0.12, -0.64, 0.01], [-1.30, 0.43, -2.02], [-0.89, -2.06, -0.60], [2.60, -2.48, 0.08], [0.90, -1.22, -1.00], [0.57, 0.09, -0.83], [0.15, 0.88, -0.98], [-0.69, 0.44, 0.34], [-0.11, 0.15, -0.07], [0.05, 0.15, 0.01], [-0.99, 1.04, 0.95], [0.69, -1.63, -0.04], [0.97, -0.62, -1.93], [-1.27, 0.20, 0.26], [0.09, -0.04, 0.39], [0.04, 0.08, 0.12], [0.30, 0.06, 0.08], [-0.13, 0.25, 0.10], [-1.22, 1.25, 1.30], [0.24, -0.06, 0.42], [0.38, 2.91, 1.34], [0.30, 0.22, 0.21], [-0.75, 0.97, 0.67], [-0.06, 0.00, -0.13], [0.40, -3.05, -1.30], [0.48, 0.64, 0.20], [0.22, -0.43, -0.25], [0.03, 0.42, -0.19], [-0.08, -0.23, -0.14], [0.17, 0.26, -0.44], [-0.09, 0.03, 0.23], [0.12, 0.02, 0.29], [-0.18, 0.23, 0.20], [0.25, 0.13, 0.00], [0.05, -0.61, 0.46], [-0.07, -0.17, -0.19], [-0.34, 0.11, 0.70], [-0.05, -0.23, -0.02], [0.17, 0.09, -0.14], [-0.01, -0.04, 0.28], [-0.03, -0.17, -0.09], [0.30, -0.57, 0.35], [0.05, -0.16, -0.06], [-0.02, 0.47, -0.47], [0.26, -0.05, 0.05], [-0.25, 0.06, -0.07], [-0.13, -0.17, 0.40], [-0.01, 0.20, 0.21], [0.04, -0.07, 0.30], [-0.27, 0.00, 0.09], [-0.04, 0.21, 0.45], [-0.22, 0.08, -0.10], [0.57, -1.50, -0.62], [0.37, 0.25, 0.03], [0.19, 0.02, -0.20], [0.00, -0.35, 0.00], [0.15, -0.28, 0.32], [0.02, 0.07, 0.38], [-0.33, 0.13, -0.16], [0.08, 0.23, -0.25], [-0.09, 0.22, 0.00], [-0.27, 0.17, -0.04], [-0.42, -0.26, -0.01], [-0.07, 0.20, -0.25], [-0.46, 0.14, -0.18], [-0.28, 0.08, -0.34], [0.21, -0.04, 0.20], [-0.06, -0.34, 0.13], [0.01, 0.15, -0.15], [0.32, 0.08, 0.24], [0.01, -0.15, 0.40]], "total_charge": 4, "energy_ev": -66977.5338, "e_above_lowest_kj_mol": 16.69, "lumo_energy_ev": [-13.310, -14.777], "homo_lumo_gap_ev": [5.90, 4.86], "multiplicity": 3}

---

[3]
{"formula": "C22H43N3O7", "method": "the ωB97M-V functional and the def2-TZVPD basis", "elements": ["O", "O", "O", "O", "O", "O", "O", "N", "N", "N", "C", "C", "C", "C", "C", "C", "C", "C", "C", "C", "C", "C", "C", "C", "C", "C", "C", "C", "C", "C", "C", "C", "H", "H", "H", "H", "H", "H", "H", "H", "H", "H", "H", "H", "H", "H", "H", "H", "H", "H", "H", "H", "H", "H", "H", "H", "H", "H", "H", "H", "H", "H", "H", "H", "H", "H", "H", "H", "H", "H", "H", "H", "H", "H", "H"], "positions_angstrom": [[-1.22805, -15.74235, -7.57247], [-3.68320, -16.70190, -6.94686], [-5.49536, -15.03054, -8.18071], [-5.04082, -11.27975, -10.87230], [-2.12319, -16.15313, -10.37071], [-2.76372, -12.76711, -10.88123], [-8.50339, -14.15568, -11.57990], [-4.64888, -18.58348, -13.26293], [-9.59307, -16.27894, -7.15220], [-7.47384, -12.90749, -7.62455], [-5.06402, -19.25361, -12.18213], [-8.55792, -12.94774, -6.83627], [-5.77932, -17.32083, -11.02430], [-5.62034, -18.68776, -11.03037], [-8.53948, -11.03861, -8.68694], [-8.34285, -18.72301, -7.73691], [-10.28148, -17.38194, -7.27927], [-7.58235, -17.57335, -7.49293], [-7.43699, -11.90768, -8.54055], [-9.61604, -11.10743, -7.90404], [-3.64792, -16.20458, -5.61175], [-9.69423, -18.62599, -7.64333], [-2.04302, -17.55566, -10.33491], [-4.87532, -14.25444, -9.24061], [-1.66843, -14.38834, -7.56736], [-8.25491, -16.44421, -7.20977], [-9.59868, -12.05656, -6.88968], [-5.40254, -16.59881, -12.12731], [-2.54387, -13.48698, -12.14739], [-4.88841, -17.23385, -13.23079], [-5.83990, -11.37216, -12.03791], [-8.75910, -14.75193, -10.30348], [-5.64576, -12.24427, -12.65230], [-6.54067, -17.63921, -7.31913], [-1.46688, -13.53411, -12.37113], [-5.60363, -15.54714, -12.11595], [-4.80606, -20.30653, -12.16787], [-2.93908, -18.13137, -10.31301], [-0.75220, -13.79942, -7.60863], [-7.78225, -19.62217, -7.85936], [-2.99958, -14.46245, -12.07832], [-4.37248, -16.23624, -7.42446], [-8.47877, -10.25496, -9.41666], [-10.46203, -10.43931, -7.98018], [-2.18609, -14.13030, -6.65338], [-7.67893, -15.60280, -6.87255], [-5.86135, -19.28036, -10.16451], [-10.44203, -12.04620, -6.20595], [-4.11246, -11.46497, -10.95895], [-3.03115, -12.91927, -12.92237], [-3.60610, -15.09758, -5.71654], [-4.53186, -16.47348, -4.99269], [-4.05824, -14.77783, -9.61674], [-6.58933, -11.87523, -9.25033], [-5.89905, -10.44049, -12.61496], [-10.28030, -19.51721, -7.71189], [-6.78944, -11.65537, -11.64795], [-8.61464, -13.76496, -6.12468], [-9.36688, -14.15361, -9.60177], [-2.02616, -16.23493, -7.28626], [-1.35033, -17.86790, -9.61366], [-2.26750, -14.20785, -8.47398], [-6.15291, -14.31602, -7.83272], [-1.69115, -15.86433, -9.52187], [-2.77311, -16.62876, -5.16390], [-9.23110, -15.75300, -10.31647], [-4.60576, -16.66316, -14.11906], [-9.34511, -14.01152, -12.00238], [-2.06205, -12.88999, -10.27269], [-4.57591, -13.25936, -8.86811], [-1.47015, -17.72667, -11.25190], [-6.19226, -16.76036, -10.20141], [-11.38674, -17.31800, -7.21703], [-7.73554, -14.85741, -9.91877], [-5.65671, -13.99139, -9.99244]], "forces_ev_per_a": [[-0.46, -0.03, 0.21], [0.29, -0.99, 0.60], [-0.98, 2.15, 0.12], [-0.95, 0.64, 0.38], [-0.20, 1.31, 1.98], [-0.92, -0.01, -1.86], [-0.41, -0.23, 0.48], [-0.90, 1.37, 0.51], [0.61, -0.04, 0.46], [0.03, 0.89, -0.90], [0.80, -0.09, 0.18], [0.24, -0.53, 0.54], [-0.23, -0.05, 0.45], [0.21, 0.19, -0.49], [2.59, 0.36, -1.69], [1.11, 0.84, 0.28], [-0.94, -1.26, -1.38], [-0.82, -1.45, 0.12], [-0.81, -0.77, 0.23], [-1.20, -0.40, 1.85], [-1.08, 0.89, -0.56], [-0.76, 0.45, 0.67], [1.75, 0.38, -2.32], [-2.21, 1.44, 0.85], [1.03, -0.17, -0.68], [-0.30, 1.80, 0.73], [-0.87, 0.44, -0.21], [-0.31, 0.30, -0.47], [0.51, 0.69, 1.25], [0.69, -1.31, -0.37], [0.32, -0.29, 0.51], [0.77, -0.26, 0.38], [0.76, -0.01, -0.46], [0.96, 0.12, -0.32], [-0.43, -0.20, 0.07], [0.15, 0.50, -0.22], [-0.23, -0.13, -0.16], [-0.96, 0.02, 0.10], [-0.12, 0.28, -0.08], [-0.19, -0.79, -0.34], [0.15, -0.39, 0.03], [-0.58, 0.58, -0.38], [0.13, 0.13, -0.48], [0.07, 0.13, -0.19], [-0.29, 0.15, 0.03], [0.11, 0.51, -0.25], [-0.10, -0.24, 0.02], [0.26, -0.54, 0.08], [0.68, -0.44, -0.56], [-0.18, 0.32, -0.20], [0.08, -0.63, 0.79], [0.38, 0.02, -0.51], [1.20, -0.90, -0.90], [-0.39, 0.13, 0.67], [0.13, -0.25, 0.06], [-0.52, -0.24, -0.15], [-1.24, 0.33, 0.14], [0.17, 0.07, 0.03], [0.32, 0.18, -0.42], [0.23, -0.27, -0.41], [0.63, -0.57, 1.63], [-0.11, 0.32, 0.50], [0.86, -1.65, -0.21], [-0.63, -0.25, -0.94], [0.54, 0.06, 0.43], [0.24, 0.31, -0.47], [-0.04, -0.28, 0.21], [-0.37, 0.13, -0.37], [1.13, -0.42, 0.58], [0.24, -0.45, 0.05], [-0.50, -0.98, -0.31], [-0.08, -0.21, 0.43], [0.76, 0.02, 0.12], [-0.51, -0.15, 0.46], [0.68, -0.53, 0.02]], "energy_ev": -42310.2223, "smiles": "c1ccncc1.c1ccncc1.c1ccncc1.CO.CO.CO.CO.CO.CO.CO", "lumo_energy_ev": 0.648, "homo_lumo_gap_ev": 10.04, "multiplicity": 1}